Entry 1:
DFT (the ωB97M-V functional and the def2-TZVPD basis) results for a structure of composition C21H15NO7Pt.

Summary:
* E_HOMO (alpha / beta): -6.7 / -9.3 eV
* lowest unoccupied orbital energy (alpha / beta): 0.010 / -0.091 Eh

```
! wB97M-V def2-TZVPD RIJCOSX def2/J DEFGRID3
* xyz 0 3
Pt 2.47792 0.02137 -0.06402
O 0.74069 -3.57582 0.75394
C 1.51891 -2.49830 0.60472
O 0.99971 -1.45518 0.00007
C 2.84347 -2.50766 1.06078
C 3.61567 -3.50977 1.70648
C 4.91982 -3.22798 2.02611
C 5.52289 -1.98485 1.73575
C 4.74606 -1.03646 1.10764
N 3.48236 -1.32464 0.81003
C 5.14173 0.37238 0.67330
O 6.25878 0.78047 0.87683
O 4.18635 1.05151 0.07717
H -0.10954 -3.38056 0.34048
H 3.17361 -4.46786 1.93595
H 5.50843 -3.99030 2.51884
H 6.54940 -1.76303 1.98289
O -0.46335 0.66196 0.79300
C -1.15181 1.13144 -0.24588
C 0.29893 1.92252 -1.42690
O -0.24593 2.64821 -2.18866
O 1.39695 1.47950 -1.13456
C -1.75475 0.05403 -1.11608
C -1.80145 0.05728 -2.50436
C -2.42205 -0.98448 -3.18173
C -3.00520 -2.02976 -2.48674
C -2.97255 -2.03284 -1.10040
C -2.35038 -1.00187 -0.41855
C -2.04412 2.26592 0.12856
C -2.77428 2.97947 -0.82166
C -3.66108 3.96317 -0.42250
C -3.83350 4.24657 0.92633
C -3.11772 3.53506 1.87345
C -2.22726 2.54888 1.48133
H -0.05430 -0.20955 0.58940
H -1.35370 0.85967 -3.07026
H -2.44293 -0.97240 -4.26339
H -3.48845 -2.83631 -3.02194
H -3.44214 -2.83560 -0.54558
H -2.34718 -0.99608 0.66368
H -2.65098 2.76938 -1.87220
H -4.21835 4.51127 -1.17038
H -4.52625 5.01815 1.23520
H -3.24994 3.74416 2.92700
H -1.67249 1.99895 2.22685
*
```

***

Entry 2:
DFT (the ωB97M-V functional and the def2-TZVPD basis) results for a structure of composition C21H15NO7S3Tl.

Summary:
* E_HOMO: -5.8 eV
* lowest unoccupied orbital energy: 0.085 Eh

```
! wB97M-V def2-TZVPD RIJCOSX def2/J DEFGRID3
* xyz -1 1
Tl 0.75046 -0.29715 1.08625
O -2.88025 -0.55748 6.33940
C -2.11848 -0.42614 5.22928
C -0.91306 0.27038 5.23327
C -0.19500 0.35309 4.05798
N -0.63231 -0.23319 2.95457
C -1.78428 -0.89057 2.92254
C -2.57163 -1.00768 4.04777
C -2.17354 -1.48111 1.56235
O -3.33268 -1.84774 1.41671
O -1.22379 -1.51624 0.71602
C 1.12379 1.13518 3.93498
O 1.51173 1.71938 4.94139
O 1.65790 1.09764 2.78614
H -2.46048 -0.10420 7.07656
H -0.52049 0.74743 6.12285
H -3.51115 -1.53869 3.99848
O 0.58338 1.00537 -0.58103
C 0.20334 0.61381 -1.87741
C 0.11123 -0.89560 -2.09101
C 1.08498 -1.81990 -1.84925
C 0.67931 -3.14037 -2.17583
C -0.57025 -3.18694 -2.70605
S -1.28587 -1.63169 -2.77686
C -1.14319 1.26066 -2.17877
C -2.24807 1.19010 -1.38689
C -3.36666 1.87841 -1.92519
C -3.09022 2.46193 -3.12040
S -1.46313 2.18895 -3.59865
C 1.29128 1.09886 -2.83225
C 1.43293 0.98245 -4.18203
C 2.65161 1.54786 -4.64982
C 3.40378 2.05993 -3.63973
S 2.64048 1.87841 -2.11087
H 2.06461 -1.58038 -1.45323
H 1.29386 -4.01346 -2.00660
H -1.13158 -4.04482 -3.03993
H -2.25544 0.65018 -0.45042
H -4.33346 1.92780 -1.44436
H -3.74218 3.03043 -3.76439
H 0.70421 0.50178 -4.81957
H 2.94513 1.56352 -5.69048
H 4.36948 2.53717 -3.70119
C 3.72248 -0.65878 1.13210
O 2.53477 -1.40673 0.98838
H 3.89520 0.01222 0.28011
H 4.55108 -1.37608 1.17831
H 3.74018 -0.05800 2.04675
*
```

***

Entry 3:
DFT (the ωB97M-V functional and the def2-TZVPD basis) results for a structure of composition C21H16BeClNO6P.

Summary:
* E_HOMO: -5.6 eV
* lowest unoccupied orbital energy: 0.093 Eh

```
! wB97M-V def2-TZVPD RIJCOSX def2/J DEFGRID3
* xyz -1 1
Be -1.92255 0.86877 1.71029
O -3.08634 -1.99368 3.07319
Cl -2.04796 -1.03735 3.06626
O -1.08100 -1.29850 4.01440
O -1.48998 -0.86148 1.65443
O -2.46980 0.48957 3.30230
O -0.71996 2.03704 -0.66913
C -0.09012 1.90779 0.38522
O -0.64417 1.84232 1.55106
C 1.43115 1.66598 0.31883
P 1.73484 -0.22978 0.42831
C 1.54005 -0.79799 -1.31745
C 0.97734 -0.04345 -2.32126
C 0.71346 -0.66244 -3.55041
C 1.01790 -1.96571 -3.82494
C 1.50903 -2.76737 -2.77817
C 1.79805 -2.19848 -1.51319
C 3.58898 -0.30226 0.35830
C 4.23509 -1.00394 1.37361
C 5.61294 -1.17781 1.31840
C 6.32851 -0.59705 0.29899
C 5.70091 0.06587 -0.71816
C 4.31099 0.20090 -0.75387
H 1.96528 2.21707 1.09838
H 1.93041 1.99692 -0.62749
H 0.62621 0.95024 -2.11341
H 0.18111 -0.09373 -4.32136
H 0.80558 -2.44969 -4.78062
H 1.67687 -3.82057 -2.94781
H 2.41179 -2.74187 -0.75955
H 3.65583 -1.53355 2.16396
H 6.04896 -1.86096 2.04441
H 7.43633 -0.65649 0.30463
H 6.33517 0.46079 -1.52018
H 3.82742 0.68172 -1.62084
N -8.67432 1.03226 0.77618
C -7.52495 1.10923 0.66960
C -6.12806 1.30440 0.48566
C -5.44653 2.53872 0.78928
C -4.08247 2.41577 0.98970
C -3.40879 1.19502 0.89391
C -4.10119 0.04727 0.44377
C -5.44895 0.09765 0.26314
H -5.98108 3.48455 0.70668
H -3.40074 3.20923 1.37210
H -3.60665 -0.95389 0.32753
H -6.04462 -0.77103 -0.04466
*
```

***

Entry 4:
DFT (the ωB97M-V functional and the def2-TZVPD basis) results for a structure of composition C21H16Br2N4O3RuSSe.

Summary:
* E_HOMO: -6.7 eV
* lowest unoccupied orbital energy: -0.035 Eh

```
! wB97M-V def2-TZVPD RIJCOSX def2/J DEFGRID3
* xyz 0 1
Ru -0.38611 -0.30684 -0.39962
O -0.59442 -2.26072 -1.06035
N 0.30451 -3.11138 -0.53885
C -0.00430 -4.42435 -0.59950
C 0.86566 -5.37641 -0.15474
C 2.09691 -4.96033 0.36870
C 2.38988 -3.62529 0.42205
C 1.47779 -2.65435 -0.03746
S 1.80848 -0.97569 0.00205
H -0.97603 -4.62352 -1.02403
H 0.58924 -6.41834 -0.20960
H 2.80763 -5.68718 0.73819
H 3.32424 -3.26600 0.82879
Br -1.42935 -1.54061 4.47381
C -1.10560 0.14498 3.68898
C -1.15674 1.29093 4.48647
C -0.95097 2.53613 3.95396
Br -1.04933 4.05311 5.08755
C -0.67796 2.68815 2.57738
C -0.48735 3.92356 1.91288
C -0.25198 3.94113 0.56919
C -0.18603 2.72879 -0.14011
N -0.35029 1.56394 0.44623
C -0.60664 1.51801 1.79165
C -0.83381 0.19885 2.32386
O -0.79949 -0.82856 1.54644
H -1.36816 1.18361 5.54146
H -0.53551 4.84196 2.48139
H -0.10949 4.87189 0.03807
H 0.00975 2.70609 -1.20499
C -3.29334 0.99744 -0.55094
O -2.52086 -0.18979 -0.76537
H -3.21549 1.33490 0.48359
H -4.33601 0.81504 -0.80989
H -2.88150 1.75798 -1.20937
H -2.85898 -0.91049 -0.21851
Se -1.28884 -0.68916 -3.63878
N -0.19182 0.18734 -2.52850
C 0.96880 0.33153 -3.16398
C 2.11658 1.00155 -2.63953
C 3.21573 1.11194 -3.42174
C 3.25962 0.57029 -4.75002
C 2.19199 -0.05959 -5.29156
C 1.00159 -0.18532 -4.50822
N -0.11708 -0.74438 -4.94223
H 2.08308 1.39272 -1.63302
H 4.09474 1.61404 -3.03929
H 4.16960 0.68227 -5.32479
H 2.19965 -0.46098 -6.29531
*
```

***

Ordered largest force on an atom results: 0.018, 0.009, 0.087, 0.022; unit hartree/bohr.
Ordered energy above the lowest of the compared OMol25 structures with the same formula, charge and spin results: 0.00, 7.94, 8.22, 0.00; unit kcal/mol.
Ordered energy results: -41088.487, -75044.032, -58020.821, -252987.786; unit eV.